Record 1
{
  "formula": "C11H14BN7OTi",
  "method": "the ωB97M-V functional and the def2-TZVPD basis",
  "homo_lumo_gap_ha": [0.231, 0.231],
  "total_energy_ev": -47900.3878,
  "s_squared": 2.006,
  "largest_force_ev_per_a": 7.08,
  "multiplicity": 3,
  "species": ["H", "N", "B", "N", "C", "Ti", "H", "C", "H", "C", "H", "C", "H", "H", "H", "N", "N", "N", "N", "C", "C", "H", "H", "C", "C", "C", "C", "H", "H", "H", "H", "H", "O", "C", "N"],
  "positions_angstrom": [[-0.301, 0.612, 3.126], [-0.731, 0.188, 1.102], [-1.746, -0.736, -1.157], [-1.794, -0.461, 0.421], [-2.715, -0.724, 1.335], [0.503, 0.478, -0.304], [-3.676, -1.174, 1.022], [-2.291, -0.345, 2.593], [-2.808, -0.425, 3.542], [-1.019, 0.202, 2.437], [-2.785, -1.159, -1.602], [3.549, 1.185, 1.611], [2.691, 1.923, 1.625], [3.521, 1.012, 0.485], [2.946, 0.260, 1.863], [-0.621, -1.788, -1.452], [-1.463, 0.689, -1.862], [0.682, -1.455, -1.102], [-0.328, 1.495, -1.570], [-0.669, -3.068, -1.922], [-2.175, 1.380, -2.754], [-1.616, -3.495, -2.242], [-3.094, 0.964, -3.131], [0.633, -3.609, -1.879], [-1.529, 2.590, -3.049], [1.428, -2.573, -1.345], [-0.361, 2.621, -2.306], [0.940, -4.604, -2.191], [-1.835, 3.371, -3.715], [2.472, -2.601, -1.111], [0.490, 3.289, -2.172], [4.329, 1.490, 2.754], [2.009, 1.412, 4.747], [3.113, 1.495, 4.320], [4.253, 1.566, 3.880]],
  "forces_ev_per_a": [[0.05, 0.07, 0.15], [-2.37, -1.31, 2.37], [-0.20, 0.01, 0.01], [1.07, 1.02, 0.54], [-1.61, -0.76, -0.19], [6.52, -1.42, 2.36], [0.81, 0.29, 0.35], [0.13, 0.14, 0.94], [-0.06, -0.13, -0.35], [-0.59, -0.22, -2.44], [0.15, 0.21, 0.37], [-3.13, -0.93, -3.39], [0.58, 0.25, 0.51], [0.99, 0.21, 0.11], [0.68, 0.15, 0.57], [0.75, -0.08, -0.11], [1.31, 1.03, 0.10], [-0.24, -2.45, -0.77], [-2.35, 1.71, -3.24], [0.86, 0.65, 0.36], [0.20, 0.49, -0.16], [0.33, 0.12, 0.09], [-0.05, 0.12, -0.07], [-0.86, 0.94, 0.23], [-0.36, 0.10, -0.43], [-1.54, 0.70, -0.12], [-0.46, -1.65, 0.91], [-0.09, 0.42, 0.18], [-0.31, -0.06, -0.22], [0.31, 0.19, 0.02], [-0.59, 0.05, -0.33], [-0.27, -0.29, -1.03], [-0.25, -0.01, 0.09], [2.69, 0.15, -0.77], [-2.12, 0.27, 3.36]]
}


Record 2
{
  "formula": "C8H22O4Si2",
  "method": "the ωB97M-V functional and the def2-TZVPD basis",
  "homo_lumo_gap_ha": 0.357,
  "total_energy_ev": -32599.9391,
  "largest_force_ev_per_a": 0.46,
  "species": ["C", "C", "Si", "O", "Si", "C", "C", "O", "O", "H", "H", "H", "H", "H", "H", "H", "H", "H", "H", "H", "H", "C", "C", "O", "C", "C", "H", "H", "H", "H", "H", "H", "H", "H", "H", "H"],
  "positions_angstrom": [[2.607, -0.343, 2.819], [2.471, 0.431, 1.500], [2.183, 2.264, 1.667], [0.580, 2.637, 1.456], [-0.607, 2.878, 2.549], [-1.844, 1.446, 2.631], [-1.373, 0.109, 2.119], [-0.807, -0.056, 1.079], [-1.695, -0.976, 2.880], [1.626, -0.634, 3.202], [3.095, 0.246, 3.598], [3.184, -1.259, 2.693], [1.620, 0.046, 0.930], [3.353, 0.288, 0.870], [2.953, 3.017, 0.656], [2.596, 2.741, 3.011], [-0.044, 3.041, 3.909], [-1.349, 4.104, 2.197], [-2.182, 1.363, 3.668], [-2.727, 1.708, 2.045], [-1.713, -0.744, 3.815], [-0.678, -1.994, -1.494], [0.163, -2.180, -2.743], [-0.574, -2.570, -3.892], [-1.577, -1.662, -4.310], [-1.051, -0.289, -4.693], [-1.281, -2.884, -1.307], [-0.036, -1.820, -0.630], [-1.348, -1.137, -1.569], [0.884, -2.984, -2.594], [0.738, -1.269, -2.949], [-2.355, -1.566, -3.544], [-2.038, -2.138, -5.176], [-0.666, 0.258, -3.832], [-1.857, 0.305, -5.128], [-0.250, -0.379, -5.429]],
  "forces_ev_per_a": [[-0.07, 0.01, 0.07], [-0.04, -0.03, -0.05], [0.17, 0.00, -0.19], [0.07, 0.03, 0.32], [-0.17, 0.13, -0.09], [0.06, -0.07, 0.17], [-0.04, 0.00, 0.07], [-0.15, 0.03, -0.10], [0.45, -0.07, 0.03], [0.01, 0.03, 0.00], [0.05, -0.01, -0.02], [-0.04, -0.03, -0.03], [0.08, -0.05, -0.07], [0.04, 0.02, 0.06], [-0.07, 0.01, -0.05], [-0.03, -0.02, 0.03], [0.07, -0.05, -0.01], [-0.04, -0.03, 0.00], [-0.07, 0.06, -0.02], [0.05, 0.00, -0.09], [-0.33, 0.09, 0.00], [-0.02, -0.07, -0.09], [0.04, 0.02, 0.02], [0.00, 0.03, 0.00], [-0.04, -0.01, 0.00], [0.04, -0.02, 0.01], [0.01, 0.00, 0.02], [-0.02, 0.00, -0.02], [0.03, 0.02, 0.02], [-0.01, -0.01, 0.01], [-0.01, 0.00, -0.01], [0.01, 0.00, 0.01], [0.00, 0.01, 0.00], [-0.02, 0.00, 0.01], [0.00, 0.00, -0.01], [-0.01, 0.01, -0.01]]
}


Record 3
{
  "formula": "C4H7NO2S",
  "method": "the ωB97M-V functional and the def2-TZVPD basis",
  "homo_lumo_gap_ha": 0.380,
  "total_energy_ev": -20679.0289,
  "largest_force_ev_per_a": 3.96,
  "species": ["C", "C", "C", "C", "N", "O", "O", "S", "H", "H", "H", "H", "H", "H", "H"],
  "positions_angstrom": [[-1.521, 1.716, 0.092], [-0.776, 0.928, -0.635], [-0.175, -0.951, 0.901], [-0.027, -1.412, -0.495], [0.154, -0.026, -0.089], [2.296, 0.057, 1.351], [2.672, -0.529, -1.014], [2.286, 0.476, -0.044], [-2.084, 2.513, -0.323], [-1.533, 1.725, 1.131], [-0.831, 1.185, -1.715], [-1.148, -0.848, 1.184], [0.650, -1.106, 1.607], [0.908, -1.973, -0.880], [-0.870, -1.755, -1.072]],
  "forces_ev_per_a": [[-0.12, 0.47, 0.06], [0.37, 0.39, -0.67], [1.71, -1.15, 0.53], [2.25, -1.86, -0.94], [-0.69, 1.35, -3.66], [0.83, 0.41, -0.41], [0.22, 0.39, 0.20], [0.01, -0.63, 0.50], [-0.50, 0.36, -0.71], [0.07, -0.38, 1.87], [0.77, -1.14, 0.60], [-2.43, -0.04, 1.49], [-0.65, -0.10, -0.07], [-1.30, 1.28, 1.11], [-0.53, 0.65, 0.09]]
}


What did the second record say?
{
  "formula": "C8H22O4Si2",
  "method": "the ωB97M-V functional and the def2-TZVPD basis",
  "homo_lumo_gap_ha": 0.357,
  "total_energy_ev": -32599.9391,
  "largest_force_ev_per_a": 0.46,
  "species": ["C", "C", "Si", "O", "Si", "C", "C", "O", "O", "H", "H", "H", "H", "H", "H", "H", "H", "H", "H", "H", "H", "C", "C", "O", "C", "C", "H", "H", "H", "H", "H", "H", "H", "H", "H", "H"],
  "positions_angstrom": [[2.607, -0.343, 2.819], [2.471, 0.431, 1.500], [2.183, 2.264, 1.667], [0.580, 2.637, 1.456], [-0.607, 2.878, 2.549], [-1.844, 1.446, 2.631], [-1.373, 0.109, 2.119], [-0.807, -0.056, 1.079], [-1.695, -0.976, 2.880], [1.626, -0.634, 3.202], [3.095, 0.246, 3.598], [3.184, -1.259, 2.693], [1.620, 0.046, 0.930], [3.353, 0.288, 0.870], [2.953, 3.017, 0.656], [2.596, 2.741, 3.011], [-0.044, 3.041, 3.909], [-1.349, 4.104, 2.197], [-2.182, 1.363, 3.668], [-2.727, 1.708, 2.045], [-1.713, -0.744, 3.815], [-0.678, -1.994, -1.494], [0.163, -2.180, -2.743], [-0.574, -2.570, -3.892], [-1.577, -1.662, -4.310], [-1.051, -0.289, -4.693], [-1.281, -2.884, -1.307], [-0.036, -1.820, -0.630], [-1.348, -1.137, -1.569], [0.884, -2.984, -2.594], [0.738, -1.269, -2.949], [-2.355, -1.566, -3.544], [-2.038, -2.138, -5.176], [-0.666, 0.258, -3.832], [-1.857, 0.305, -5.128], [-0.250, -0.379, -5.429]],
  "forces_ev_per_a": [[-0.07, 0.01, 0.07], [-0.04, -0.03, -0.05], [0.17, 0.00, -0.19], [0.07, 0.03, 0.32], [-0.17, 0.13, -0.09], [0.06, -0.07, 0.17], [-0.04, 0.00, 0.07], [-0.15, 0.03, -0.10], [0.45, -0.07, 0.03], [0.01, 0.03, 0.00], [0.05, -0.01, -0.02], [-0.04, -0.03, -0.03], [0.08, -0.05, -0.07], [0.04, 0.02, 0.06], [-0.07, 0.01, -0.05], [-0.03, -0.02, 0.03], [0.07, -0.05, -0.01], [-0.04, -0.03, 0.00], [-0.07, 0.06, -0.02], [0.05, 0.00, -0.09], [-0.33, 0.09, 0.00], [-0.02, -0.07, -0.09], [0.04, 0.02, 0.02], [0.00, 0.03, 0.00], [-0.04, -0.01, 0.00], [0.04, -0.02, 0.01], [0.01, 0.00, 0.02], [-0.02, 0.00, -0.02], [0.03, 0.02, 0.02], [-0.01, -0.01, 0.01], [-0.01, 0.00, -0.01], [0.01, 0.00, 0.01], [0.00, 0.01, 0.00], [-0.02, 0.00, 0.01], [0.00, 0.00, -0.01], [-0.01, 0.01, -0.01]]
}